Arrangement w

Molecular formula: C4H4FNOS
Method: DFT, ωB97M-V/def2-TZVPD

## Properties
* HOMO level (spin up / spin down): -0.278 / -0.278 hartree
* orbital gap (spin up / spin down): 7.36 / 7.36 eV

```
! RIJCOSX wB97M-V def2-TZVPD def2/J DEFGRID3
* xyz 0 1
C 0.38 0.27 -0.06
C -1.60 1.31 0.65
C -1.46 -1.38 0.08
C 1.86 0.58 -0.20
N -0.10 -0.97 -0.06
O -1.81 -2.51 0.03
F -1.93 2.56 0.23
S -2.55 0.00 -0.10
H 2.37 -0.35 0.23
H 2.17 1.46 0.45
H 2.06 0.73 -1.24
H 0.60 -1.71 -0.02
*
```

Formally, the Mulliken partial charges of the atoms, in units of the elementary charge, are as follows: C 0.089; C -0.003; C 0.484; C -0.825; N -0.167; O -0.448; F -0.134; S -0.075; H 0.286; H 0.253; H 0.272; H 0.269

***

Arrangement x

Molecular formula: C4H4FNOS
Method: DFT, ωB97M-V/def2-TZVPD

## Properties
* structure (SMILES): On1cc(F)cc1S
* HOMO level: -0.316 hartree
* orbital gap: 9.10 eV

```
! RIJCOSX wB97M-V def2-TZVPD def2/J DEFGRID3
* xyz 0 1
O 1.12 0.04 1.74
N 0.39 -0.27 0.68
C -0.49 -1.30 0.60
C -1.01 -1.19 -0.72
F -2.11 -1.92 -1.09
C -0.48 -0.04 -1.38
C 0.30 0.65 -0.32
S 1.24 2.16 -0.31
H 1.98 0.05 1.43
H -0.75 -1.86 1.50
H -0.61 0.55 -2.33
H 0.41 3.13 0.19
*
```

Formally, the Mulliken partial charges of the atoms, in units of the elementary charge, are as follows: O -0.423; N 0.308; C -0.435; C 0.338; F -0.282; C -0.494; C 0.068; S -0.279; H 0.345; H 0.375; H 0.330; H 0.147

***

The winner here is arrangement x, beating the second structure by 1.721 eV.

***

Arrangement w

Molecular formula: C2H4N2O3
Method: DFT, ωB97M-V/def2-TZVPD

## Properties
* structure (SMILES): NN(O)C(=O)C=O
* HOMO level: -0.358 hartree
* orbital gap: 9.16 eV

```
! RIJCOSX wB97M-V def2-TZVPD def2/J DEFGRID3
* xyz 0 1
N -1.23 1.32 0.23
N -0.19 0.51 -0.14
O -0.02 0.33 -1.56
C -0.14 -0.75 0.54
O -0.99 -1.21 1.24
C 1.33 -1.15 0.56
O 2.13 -1.07 -0.36
H -2.14 0.88 0.02
H -1.18 2.20 -0.28
H 0.89 0.68 -1.75
H 1.55 -1.73 1.48
*
```

Formally, the Mulliken partial charges of the atoms, in units of the elementary charge, are as follows: N -0.625; N 0.236; O -0.434; C 0.497; O -0.472; C 0.057; O -0.446; H 0.238; H 0.257; H 0.354; H 0.339

***

Arrangement x

Molecular formula: C2H4N2O3
Method: DFT, ωB97M-V/def2-TZVPD

## Properties
* structure (SMILES): N=C=O.O=NCO
* HOMO level: -0.357 hartree
* orbital gap: 9.10 eV

```
! RIJCOSX wB97M-V def2-TZVPD def2/J DEFGRID3
* xyz 0 1
N 2.38 -1.22 -0.71
C 2.24 -0.05 -0.42
O 1.97 1.09 -0.25
H 2.13 -2.09 -0.46
O -0.91 -1.62 -0.43
N -0.69 -0.72 0.40
C -1.49 0.45 0.16
O -1.46 1.32 1.20
H -2.41 0.02 -0.01
H -1.10 0.95 -0.67
H -0.67 1.86 1.19
*
```

Formally, the Mulliken partial charges of the atoms, in units of the elementary charge, are as follows: N -0.432; C 0.627; O -0.462; H 0.281; O -0.299; N 0.061; C -0.283; O -0.519; H 0.393; H 0.289; H 0.345

***

Arrangement y

Molecular formula: C2H4N2O3
Method: DFT, ωB97M-V/def2-TZVPD

## Properties
* structure (SMILES): O/N=C\O/C=N/O
* HOMO level: -0.344 hartree
* orbital gap: 10.23 eV

```
! RIJCOSX wB97M-V def2-TZVPD def2/J DEFGRID3
* xyz 0 1
O 0.90 -2.70 -0.68
N 0.39 -2.26 0.54
C 0.03 -1.04 0.48
O 0.24 -0.28 -0.61
C -0.05 1.04 -0.58
N -0.67 1.61 0.40
O -0.78 2.99 0.14
H 1.19 -3.62 -0.48
H -0.39 -0.54 1.35
H 0.27 1.51 -1.52
H -1.14 3.30 0.95
*
```

Formally, the Mulliken partial charges of the atoms, in units of the elementary charge, are as follows: O -0.386; N -0.420; C 0.152; O -0.268; C 0.123; N -0.324; O -0.391; H 0.374; H 0.408; H 0.374; H 0.359

***

The winner here is arrangement x, beating the second structure by 0.115 eV.

***

Arrangement w

Molecular formula: C5H4N2O2
Method: DFT, ωB97M-V/def2-TZVPD

## Properties
* HOMO level: -0.366 hartree
* orbital gap: 9.23 eV

```
! RIJCOSX wB97M-V def2-TZVPD def2/J DEFGRID3
* xyz 0 1
C -0.46 -0.73 -0.66
C 0.18 -0.56 0.68
C 0.14 0.76 -0.08
C 1.48 1.23 -0.42
C -0.82 1.67 0.26
H -2.00 -0.66 -1.80
H 0.03 -1.28 -1.41
H -0.44 -0.69 1.59
H 1.28 -2.04 1.62
N 2.57 1.57 -0.70
N -1.65 2.42 0.73
O -1.81 -0.70 -0.63
O 1.49 -0.99 0.81
*
```

Formally, the Mulliken partial charges of the atoms, in units of the elementary charge, are as follows: C -0.250; C 0.123; C 0.659; C -0.098; C 0.059; H 0.425; H 0.427; H 0.397; H 0.413; N -0.473; N -0.510; O -0.549; O -0.623

***

Arrangement x

Molecular formula: C5H4N2O2
Method: DFT, ωB97M-V/def2-TZVPD

## Properties
* HOMO level (spin up / spin down): -0.328 / -0.328 hartree
* orbital gap (spin up / spin down): 6.14 / 6.14 eV

```
! RIJCOSX wB97M-V def2-TZVPD def2/J DEFGRID3
* xyz 0 1
C 1.83 0.83 -0.11
C 2.85 -0.16 0.01
C 0.59 0.08 -0.03
C -3.11 0.28 0.06
C -1.76 -0.28 -0.04
N 2.26 -1.33 0.11
N 1.03 -1.28 0.05
O -4.12 -0.38 -0.05
O -0.68 0.41 -0.14
H 1.80 1.91 -0.28
H 3.88 -0.13 0.05
H -3.04 1.32 0.25
H -1.53 -1.28 0.12
*
```

Formally, the Mulliken partial charges of the atoms, in units of the elementary charge, are as follows: C -0.397; C -0.506; C 0.713; C -0.119; C 0.062; N -0.498; N -0.193; O -0.438; O -0.284; H 0.318; H 0.511; H 0.340; H 0.489

***

The winner here is arrangement x, beating the second structure by 0.220 eV.

***

Arrangement w

Molecular formula: C3H11N
Method: DFT, ωB97M-V/def2-TZVPD

## Properties
* structure (SMILES): CCC.N
* HOMO level: -0.373 hartree
* orbital gap: 11.09 eV

```
! RIJCOSX wB97M-V def2-TZVPD def2/J DEFGRID3
* xyz 0 1
C 1.38 1.83 0.17
C 1.64 0.81 -0.96
C 0.63 -0.32 -0.94
H 2.24 1.97 0.82
H 1.08 2.81 -0.19
H 0.54 1.53 0.79
H 1.64 1.32 -1.92
H 2.62 0.35 -0.76
H 0.76 -0.98 -1.80
H -0.35 0.12 -1.11
H 0.63 -0.88 -0.01
N -3.47 -2.11 1.40
H -3.08 -1.28 1.83
H -2.85 -2.29 0.62
H -3.40 -2.88 2.06
*
```

Formally, the Mulliken partial charges of the atoms, in units of the elementary charge, are as follows: C -1.002; C -0.157; C -1.271; H 0.284; H 0.286; H 0.293; H 0.286; H 0.240; H 0.359; H 0.334; H 0.344; N -0.665; H 0.224; H 0.227; H 0.217

***

Arrangement x

Molecular formula: C3H11N
Method: DFT, ωB97M-V/def2-TZVPD

## Properties
* structure (SMILES): CC.CN
* HOMO level: -0.337 hartree
* orbital gap: 10.20 eV

```
! RIJCOSX wB97M-V def2-TZVPD def2/J DEFGRID3
* xyz 0 1
C 0.83 -1.54 -1.20
C 1.94 -1.04 -0.21
H 1.12 -1.19 -2.21
H -0.12 -1.10 -0.86
H 0.67 -2.65 -1.19
H 2.66 -1.86 -0.12
H 2.33 -0.12 -0.63
H 1.57 -0.94 0.87
C -2.07 1.23 0.61
N -0.98 1.99 1.29
H -2.61 1.61 -0.27
H -2.81 1.15 1.41
H -1.63 0.32 0.28
H -0.67 2.81 0.81
H -0.23 1.34 1.43
*
```

Formally, the Mulliken partial charges of the atoms, in units of the elementary charge, are as follows: C -0.451; C -0.781; H 0.251; H -0.047; H 0.261; H 0.296; H 0.262; H 0.210; C -0.363; N -0.563; H 0.264; H 0.231; H -0.012; H 0.206; H 0.237

***

The winner here is arrangement w, beating the second structure by 0.821 eV.